# 1
{"formula": "C26H25NPt", "method": "wB97M-V/def2-TZVPD", "elements": ["Pt", "C", "C", "C", "C", "C", "C", "C", "C", "C", "H", "H", "H", "H", "H", "H", "H", "H", "H", "H", "H", "H", "C", "C", "C", "C", "N", "C", "C", "C", "C", "C", "C", "C", "H", "H", "H", "H", "H", "H", "H", "H", "C", "C", "C", "C", "C", "C", "H", "H", "H", "H", "H"], "xyz": [[0.070547, -0.066368, -0.042132], [2.249924, 0.227877, -3.060511], [1.955185, 1.069988, -1.856581], [0.633886, 1.510217, -1.575622], [0.390592, 2.434800, -0.510284], [-0.937856, 3.122431, -0.387402], [1.460218, 2.810826, 0.298708], [2.751843, 2.332268, 0.073922], [3.895350, 2.784991, 0.917515], [2.975239, 1.457914, -1.005243], [2.855457, 0.804476, -3.762400], [1.345419, -0.086703, -3.578933], [2.835136, -0.653189, -2.791839], [-0.124240, 1.402413, -2.345808], [-0.952579, 3.975335, -1.071222], [-1.094522, 3.507126, 0.618551], [-1.769656, 2.473754, -0.660901], [1.287295, 3.523539, 1.096586], [4.530730, 1.946364, 1.204845], [3.563782, 3.313036, 1.808152], [4.528396, 3.463456, 0.338908], [3.984238, 1.115540, -1.207431], [-3.976364, -1.091289, -1.799023], [-4.751805, -1.170815, -0.650637], [-4.200338, -0.826504, 0.570546], [-2.872190, -0.410086, 0.636371], [-2.143860, -0.342970, -0.492438], [-2.666128, -0.668349, -1.670751], [-2.176044, -0.042125, 1.875455], [-2.778304, -0.081796, 3.130562], [-2.065324, 0.268855, 4.266017], [-0.728328, 0.662681, 4.179043], [-0.110336, 0.714839, 2.941987], [-0.811322, 0.322098, 1.809246], [-4.375339, -1.345655, -2.770239], [-5.782167, -1.494009, -0.712264], [-4.799223, -0.888762, 1.466283], [-2.027072, -0.561766, -2.538566], [-3.815453, -0.371124, 3.227459], [-2.554636, 0.252423, 5.230612], [-0.176754, 0.932804, 5.069281], [0.919856, 1.044172, 2.875631], [1.680544, -4.507003, -0.958962], [2.208947, -3.788197, 0.128753], [1.883984, -2.462482, 0.281138], [0.954809, -1.865556, -0.604516], [0.495409, -2.569354, -1.744072], [0.807256, -3.900543, -1.878701], [1.984561, -5.534386, -1.118683], [2.880504, -4.268363, 0.827565], [2.306659, -1.909412, 1.110190], [-0.141480, -2.102451, -2.483320], [0.395556, -4.464966, -2.704844]], "forces_ev_per_angstrom": [[-0.34, -0.08, 0.50], [0.05, 0.00, -0.02], [0.05, -0.10, 0.16], [-0.13, 0.33, -0.17], [-0.09, 0.15, -0.19], [-0.02, 0.05, -0.06], [0.09, -0.11, 0.07], [-0.23, 0.05, 0.00], [0.14, 0.02, -0.02], [-0.07, -0.10, -0.05], [-0.03, -0.02, -0.03], [-0.01, 0.01, 0.01], [-0.02, -0.01, -0.02], [-0.02, -0.01, 0.01], [0.00, 0.00, 0.01], [-0.02, -0.05, 0.01], [0.01, -0.01, 0.01], [0.01, -0.02, 0.01], [-0.03, -0.01, 0.04], [0.00, -0.01, 0.01], [-0.02, 0.01, 0.01], [0.01, 0.01, 0.03], [0.05, 0.06, 0.04], [0.02, 0.01, -0.08], [0.11, 0.08, 0.05], [-0.32, -0.12, -0.24], [0.70, -0.04, 0.21], [-0.22, 0.03, -0.18], [0.19, 0.09, 0.26], [-0.06, 0.00, -0.23], [0.14, 0.06, 0.08], [-0.07, -0.03, -0.08], [0.19, 0.10, 0.22], [0.13, -0.36, -0.59], [0.01, 0.02, -0.01], [0.00, -0.01, 0.03], [0.00, 0.02, 0.01], [0.04, -0.04, 0.03], [0.00, -0.03, 0.04], [-0.01, -0.01, -0.01], [-0.03, 0.00, 0.02], [-0.01, -0.01, -0.05], [0.06, -0.24, -0.03], [0.02, 0.39, 0.23], [0.38, -0.64, 0.12], [-0.48, 0.68, 0.31], [0.16, -0.63, -0.29], [-0.32, 0.43, -0.21], [0.00, 0.01, 0.02], [-0.02, -0.05, -0.02], [-0.04, 0.11, -0.05], [0.01, 0.11, 0.06], [0.07, -0.08, 0.03]], "total_charge": 2, "multiplicity": 5, "s2": 6.038, "orbital_gap_ev": [8.347, 4.313], "homo_ev": [-14.162, -14.527], "fmax_ev_per_a": 0.9, "e_above_lowest_kcal_mol": 0.0}

=====

# 2
{"formula": "H12O6", "method": "wB97M-V/def2-TZVPD", "elements": ["O", "H", "H", "O", "H", "H", "O", "H", "H", "O", "H", "H", "O", "H", "H", "O", "H", "H"], "xyz": [[2.668034, 0.771183, 0.857773], [3.493390, 1.123347, 0.505383], [2.658791, 1.027687, 1.787377], [-3.330622, 0.258201, -0.964677], [-3.954753, 0.480023, -0.265716], [-2.578660, -0.146611, -0.509716], [-1.215580, 2.581330, -0.800913], [-2.024792, 2.229437, -1.207549], [-1.525512, 3.122012, -0.066046], [-0.135923, 0.138423, 0.140396], [0.761642, 0.372618, 0.407924], [-0.529090, 0.957089, -0.219595], [2.869715, -2.250976, 0.468128], [2.076983, -2.424494, 0.986127], [2.867033, -1.294186, 0.325289], [-1.013064, -2.534482, -0.378185], [-0.702448, -1.707371, 0.021143], [-0.385142, -2.703229, -1.087142]], "forces_ev_per_angstrom": [[0.06, 0.08, 0.10], [-0.10, 0.02, -0.04], [0.06, -0.07, -0.05], [0.20, 0.32, 0.11], [0.01, -0.11, -0.02], [-0.13, -0.19, -0.11], [-0.27, -0.05, -0.06], [0.10, -0.04, 0.07], [0.03, -0.01, -0.05], [-0.20, 0.05, 0.10], [0.01, 0.06, -0.17], [0.28, -0.04, 0.09], [0.03, 0.11, -0.06], [0.00, -0.01, -0.06], [-0.09, -0.16, 0.17], [-0.01, -0.03, 0.17], [0.05, 0.06, -0.20], [-0.03, 0.02, 0.00]], "total_charge": 0, "orbital_gap_ev": 10.921, "smiles": "O.O.O.O.O.O", "homo_ev": -10.746, "fmax_ev_per_a": 0.4, "e_above_lowest_kcal_mol": 20.2}

=====

# 3
{"formula": "C2H5N3", "method": "wB97M-V/def2-TZVPD", "elements": ["H", "N", "N", "H", "C", "C", "N", "H", "H", "H"], "xyz": [[3.013070, -1.360130, 0.260173], [2.033024, -1.022580, 0.143903], [1.996079, 0.131538, -0.336873], [2.953170, 0.512125, -0.527447], [-1.286934, 0.598720, 0.144867], [-2.451167, -0.252222, -0.061107], [-3.337355, -0.976157, -0.224068], [-1.329877, 1.091597, 1.114836], [-0.432326, -0.050323, 0.141353], [-1.157684, 1.327433, -0.655638]], "forces_ev_per_angstrom": [[-0.35, 0.05, -0.05], [0.32, 1.20, -0.45], [0.52, -1.03, 0.40], [-0.43, -0.19, 0.10], [-0.15, 0.00, 0.04], [-0.93, -0.56, -0.20], [0.74, 0.70, 0.15], [-0.11, 0.08, -0.08], [0.56, -0.20, 0.00], [-0.17, -0.04, 0.10]], "total_charge": 0, "orbital_gap_ev": 10.526, "smiles": "[H]/N=N\\[H].CC#N", "homo_ev": -10.324, "fmax_ev_per_a": 1.3, "e_above_lowest_kcal_mol": 41.4}

=====

# 4
{"formula": "C3H2N2O2", "method": "wB97M-V/def2-TZVPD", "elements": ["O", "C", "C", "N", "C", "N", "O", "H", "H"], "xyz": [[2.740676, 0.027988, 0.601093], [1.626383, 0.419299, 0.411928], [0.476695, -0.153785, -0.386986], [-0.257939, -1.036018, 0.213042], [-1.517694, -0.608110, -0.116887], [-1.569265, 0.425472, -0.908184], [-0.230246, 0.730358, -1.103080], [1.128925, 1.248329, 0.962030], [-2.397535, -1.053531, 0.327042]], "forces_ev_per_angstrom": [[-0.86, 0.22, -0.37], [0.68, -0.20, 0.09], [-0.29, 0.19, 0.44], [-0.08, 0.22, 0.02], [-0.37, -0.14, -0.18], [0.00, -0.59, 0.23], [0.29, 0.09, 0.08], [0.65, 0.21, 0.06], [-0.02, 0.00, -0.37]], "total_charge": 0, "orbital_gap_ev": 10.751, "smiles": "O=Cc1ncno1", "homo_ev": -11.120, "fmax_ev_per_a": 1.0, "e_above_lowest_kcal_mol": 54.9}